w:
Computed, not measured: one molecule with the formula C6H7B, with wB97M-V/def2-TZVPD.

The HOMO energy is -9.746 eV. The spin multiplicity is 1. Its total charge is 0. The orbital gap is 10.3 eV.

Cartesian coordinates (Å):
C (-3.098, -0.229, 0.284)
C (-2.063, -0.596, 0.729)
C (-0.791, -0.905, 1.314)
B (0.027, 0.141, 0.538)
C (1.143, -0.312, -0.491)
C (1.843, 0.766, -1.266)
C (2.531, 1.666, -1.615)
H (-3.832, 0.325, -0.238)
H (-0.405, -1.944, 0.949)
H (-0.966, -0.702, 2.330)
H (-0.211, 1.287, 0.580)
H (1.886, -1.005, -0.084)
H (0.607, -0.854, -1.242)
H (3.328, 2.363, -1.789)

***

x:
Computed, not measured: one molecule with the formula C6H7B, with wB97M-V/def2-TZVPD.

The HOMO energy is -9.532 eV. The spin multiplicity is 1. Its total charge is 0. The orbital gap is 10.0 eV.

Cartesian coordinates (Å):
C (1.201, -1.992, 2.529)
C (0.804, -1.452, 1.521)
C (0.077, -0.936, 0.427)
B (-0.718, 0.367, 0.561)
C (-1.204, 1.152, -0.703)
C (-0.079, 1.166, -1.740)
C (0.907, 1.237, -2.430)
H (1.727, -2.390, 3.458)
H (-0.682, -1.598, 0.074)
H (0.719, -0.573, -0.496)
H (-1.096, 1.020, 1.552)
H (-1.981, 0.580, -1.284)
H (-1.485, 2.102, -0.557)
H (1.809, 1.318, -2.913)

***

Least stable = x

***

w:
Computed, not measured: C5H13NOS as an isolated structure, with wB97M-V/def2-TZVPD.

The HOMO energy is -8.649 eV. The spin multiplicity is 1. Its total charge is 0. The orbital gap is 8.4 eV.

Cartesian coordinates (Å):
C (-0.809, -0.977, -0.333)
N (-0.350, 0.185, 1.209)
C (-1.713, 0.303, 1.840)
O (-1.677, 1.028, 3.058)
C (-0.384, 0.000, -1.553)
C (0.792, 0.905, -1.286)
C (2.152, 0.265, -0.664)
S (2.253, -1.422, -1.161)
H (-1.879, -0.945, 0.203)
H (-0.738, -1.973, -0.695)
H (-0.212, -0.876, 0.601)
H (-2.207, -0.655, 1.989)
H (-2.396, 0.894, 1.129)
H (-0.790, 0.952, 3.438)
H (-1.229, 0.537, -1.838)
H (-0.213, -0.585, -2.344)
H (0.378, 1.615, -0.607)
H (0.978, 1.403, -2.243)
H (2.149, 0.374, 0.403)
H (3.016, 0.702, -1.173)
H (2.878, -1.729, 0.026)

***

x:
Computed, not measured: a 2-piece molecular cluster, C5H13NOS overall, with wB97M-V/def2-TZVPD.

The HOMO energy is -7.697 eV. The spin multiplicity is 1. Its total charge is 0. The orbital gap is 3.5 eV.

Cartesian coordinates (Å):
C (0.667, 2.029, -0.187)
C (0.283, 1.121, 1.049)
C (0.760, -0.267, 0.652)
C (0.101, -1.203, 1.740)
S (0.461, -2.979, 1.240)
N (0.735, 1.575, 2.277)
C (-1.402, -1.107, -2.796)
O (-0.854, -0.225, -1.798)
H (0.489, 1.547, -1.161)
H (0.102, 2.939, -0.146)
H (1.758, 2.274, -0.082)
H (-0.876, 1.056, 1.151)
H (1.813, -0.247, 0.736)
H (0.373, -0.403, -0.338)
H (0.716, -0.926, 2.616)
H (-0.922, -1.031, 2.048)
H (-0.334, -2.956, 0.182)
H (0.827, 2.560, 2.182)
H (-1.883, -0.405, -3.625)
H (-0.570, -1.645, -3.250)
H (-2.245, -1.710, -2.490)

***

y:
Computed, not measured: a 2-piece molecular cluster, C5H13NOS overall, with wB97M-V/def2-TZVPD.

The HOMO energy is -8.512 eV. The spin multiplicity is 1. Its total charge is 0. The orbital gap is 9.3 eV.

Cartesian coordinates (Å):
C (-1.157, -2.934, -2.407)
N (-0.387, -1.775, -1.999)
C (-0.795, -1.080, -0.901)
O (-1.879, -1.242, -0.389)
H (-0.971, -3.775, -1.731)
H (-0.900, -3.229, -3.420)
H (-2.213, -2.704, -2.321)
H (0.622, -1.789, -2.118)
H (-0.066, -0.351, -0.538)
C (-1.025, 2.222, 0.487)
C (0.428, 1.949, 0.874)
S (0.505, 0.547, 2.027)
C (2.278, 0.663, 2.399)
H (-1.063, 3.086, -0.174)
H (-1.606, 2.386, 1.395)
H (-1.519, 1.389, -0.012)
H (0.834, 2.827, 1.378)
H (1.035, 1.700, 0.004)
H (2.854, 0.407, 1.511)
H (2.480, 1.689, 2.708)
H (2.546, 0.013, 3.227)

***

Least stable = x

***

w:
Computed, not measured: one molecule with the formula C3H5OP, with wB97M-V/def2-TZVPD.

The HOMO energy is -9.566 eV. The spin multiplicity is 1. Its total charge is 0. The orbital gap is 8.7 eV.

Cartesian coordinates (Å):
H (3.178, -1.523, 0.579)
P (2.916, -0.184, -0.016)
C (1.241, -0.324, 0.001)
C (0.477, 0.933, -0.065)
C (-1.021, 0.938, 0.007)
O (1.149, 1.940, 0.016)
H (0.783, -1.159, 0.305)
H (-1.235, -0.028, 0.565)
H (-1.361, 0.743, -0.982)
H (-1.469, 1.944, 0.433)

***

x:
Computed, not measured: one molecule with the formula C3H5OP, with wB97M-V/def2-TZVPD.

The HOMO energy is -10.444 eV. The spin multiplicity is 1. Its total charge is 0. The orbital gap is 11.0 eV.

Cartesian coordinates (Å):
C (2.474, 0.530, -0.191)
C (1.346, 0.118, -0.185)
P (-0.173, -0.802, 0.138)
C (-1.489, 0.346, -0.210)
O (-0.115, -2.181, -0.476)
H (3.559, 0.825, -0.265)
H (-0.257, -0.606, 1.796)
H (-1.793, 0.516, -1.196)
H (-2.463, 0.042, 0.388)
H (-1.089, 1.212, 0.202)

***

Least stable = x